#w
ORCA calculation (ωB97M-V with the def2-TZVPD basis set) on one molecule with the formula C6H11NOS.

Output
Gap between HOMO and LUMO   8.39 eV
HOMO level   -8.12 eV
E_LUMO   0.0097 Eh
Spin multiplicity   1

Geometry (Å):
C (-0.9532, 0.3594, -1.3002)
C (-0.4510, 0.5267, 0.1380)
C (0.6342, 1.5224, 0.1771)
C (-1.4763, 1.0541, 1.1713)
C (0.0266, -0.7802, 0.4687)
O (-0.3651, -1.5828, 1.2565)
C (1.2899, -1.5497, -0.6333)
N (1.6722, -2.6089, 0.1814)
S (1.7390, -1.1378, -2.1503)
H (-0.1342, 0.2763, -1.9805)
H (-1.4927, 1.2330, -1.4928)
H (-1.6201, -0.5662, -1.3601)
H (1.4261, 1.5144, -0.6032)
H (1.0235, 1.5563, 1.1330)
H (0.3098, 2.5244, -0.0275)
H (-2.1511, 0.3015, 1.3240)
H (-1.9332, 1.9682, 0.6321)
H (-1.0139, 1.2299, 2.1485)
H (0.9561, -2.7357, 0.8889)
H (2.5135, -3.1053, 0.0283)

=====

#x
ORCA calculation (ωB97M-V with the def2-TZVPD basis set) on a 2-piece molecular cluster, C6H11NOS overall.

Output
Gap between HOMO and LUMO   9.46 eV
HOMO level   -8.63 eV
E_LUMO   0.0306 Eh
Spin multiplicity   1

Geometry (Å):
C (-1.8095, 2.0366, -0.2891)
C (-1.9805, 0.5299, -0.0696)
C (-0.6687, -0.2442, -0.0716)
C (-0.2316, -1.1694, 0.9135)
C (0.9195, -1.6153, 0.4654)
C (1.9355, -2.4195, 1.1424)
O (1.1707, -1.0660, -0.7730)
N (0.1909, -0.2139, -1.0694)
H (-2.8165, 2.3890, -0.3394)
H (-1.5718, 2.2527, -1.2588)
H (-1.2161, 2.5120, 0.4588)
H (-2.6368, 0.0487, -0.8130)
H (-2.5786, 0.2938, 0.8011)
H (-0.6074, -1.5418, 1.8716)
H (1.8597, -3.5637, 0.9231)
H (1.9127, -2.1729, 2.2360)
H (3.0286, -2.2076, 0.7245)
S (1.6507, 2.2974, -1.0533)
H (1.2481, 2.6367, -2.3303)
H (2.2011, 1.2176, -1.4689)

=====

Name the least stable of them. #x.

=====

#w
ORCA calculation (ωB97M-V with the def2-TZVPD basis set) on an isolated ion of composition C2H6N2O and charge +1.

Output
Gap between HOMO and LUMO (alpha / beta)   11.41 / 5.80 eV
HOMO level (alpha / beta)   -16.10 / -15.34 eV
E_LUMO (alpha / beta)   -0.1723 / -0.3504 Eh
Spin multiplicity   2
Net charge   +1

Geometry (Å):
O (-1.5298, 0.8607, 0.3899)
C (-0.3495, 1.2665, 0.5960)
N (0.8507, 0.6140, 0.2014)
C (0.8381, -0.7112, -0.8026)
N (0.0591, -1.8228, -0.3483)
H (-0.3216, 2.1859, 1.2977)
H (1.7074, 1.0967, 0.2709)
H (0.4125, -0.3161, -1.6902)
H (1.9090, -0.9849, -0.8370)
H (0.1500, -2.2075, 0.5136)
H (-0.9190, -1.5296, -0.4067)

=====

#x
ORCA calculation (ωB97M-V with the def2-TZVPD basis set) on a 2-piece molecular cluster, C2H6N2O overall.

Output
Gap between HOMO and LUMO (alpha / beta)   9.87 / 5.17 eV
HOMO level (alpha / beta)   -14.59 / -14.56 eV
E_LUMO (alpha / beta)   -0.1734 / -0.3450 Eh
Spin multiplicity   2
Net charge   +1

Geometry (Å):
C (2.2006, -0.5951, 0.3198)
N (1.3952, 0.4037, 0.2804)
H (2.4540, -1.0581, -0.6360)
H (2.7272, -1.0512, 1.1612)
H (1.3002, 0.9800, 1.2319)
C (-2.0829, -0.0607, 0.0670)
N (-1.3355, 0.5575, -0.8079)
O (-1.6123, -0.6129, 1.0871)
H (-3.0405, -0.2700, -0.3685)
H (-0.3328, 0.7907, -0.6396)
H (-1.6732, 0.9160, -1.6954)

=====

#y
ORCA calculation (ωB97M-V with the def2-TZVPD basis set) on a 2-piece molecular cluster, C2H6N2O overall.

Output
Gap between HOMO and LUMO (alpha / beta)   10.65 / 4.81 eV
HOMO level (alpha / beta)   -15.18 / -13.92 eV
E_LUMO (alpha / beta)   -0.1664 / -0.3346 Eh
Spin multiplicity   2
Net charge   +1

Geometry (Å):
O (-0.7482, 2.9212, -0.2508)
C (-0.8319, 2.1783, 0.6882)
H (-1.4601, 1.2879, 0.4489)
H (-0.3028, 2.2961, 1.5898)
N (0.7754, -1.0846, -1.3766)
C (0.2949, -1.5132, -0.1544)
N (0.1182, -0.6285, 0.8162)
H (0.7996, -1.7577, -2.1381)
H (1.2138, -0.2386, -1.4549)
H (0.4310, -2.6881, 0.0794)
H (-0.2898, -0.7727, 1.7522)

=====

Name the least stable of them. #y.

=====

#w
ORCA calculation (ωB97M-V with the def2-TZVPD basis set) on a 2-piece molecular cluster, C4H12N2O overall.

Output
Gap between HOMO and LUMO   8.56 eV
HOMO level   -7.92 eV
E_LUMO   0.0236 Eh
Spin multiplicity   1

Geometry (Å):
C (-0.8956, 1.0879, -0.7801)
O (-1.2317, 0.2521, 0.2936)
C (0.2380, 2.0836, -0.4132)
C (1.5856, 1.4758, -0.0646)
H (-1.8094, 1.5429, -1.1646)
H (-0.5515, 0.4051, -1.5818)
H (-0.1343, 2.6616, 0.4370)
H (0.3139, 2.8020, -1.2214)
H (2.3325, 2.2294, 0.1901)
H (1.9797, 0.8734, -0.8945)
H (1.4802, 0.8268, 0.8071)
N (0.3094, -1.6040, -0.3420)
C (-0.5661, -2.3573, 0.2873)
N (-0.5177, -2.4686, 1.6122)
H (-0.1856, -0.6395, 0.1681)
H (0.4634, -1.7394, -1.3250)
H (-1.4561, -2.7372, -0.2152)
H (-1.2666, -2.9697, 2.0601)
H (-0.0882, -1.7248, 2.1470)

=====

#x
ORCA calculation (ωB97M-V with the def2-TZVPD basis set) on C4H12N2O as an isolated structure.

Output
Gap between HOMO and LUMO   8.44 eV
HOMO level   -7.41 eV
E_LUMO   0.0380 Eh
Spin multiplicity   1

Geometry (Å):
C (-0.3923, 1.5007, 0.5884)
C (0.5668, 2.4533, -0.1340)
C (-1.6627, 1.3141, -0.1724)
O (-2.3462, 0.3152, -0.1669)
H (-2.0237, 2.1914, -0.7467)
H (0.0949, 0.5282, 0.7293)
H (-0.6393, 1.8879, 1.5816)
H (1.4690, 2.5918, 0.4588)
H (0.8588, 2.0362, -1.0969)
H (0.1068, 3.4290, -0.2984)
C (1.6753, -1.7168, -0.5048)
N (0.8562, -1.5155, 0.5711)
N (-0.7874, -2.2232, -0.0302)
H (0.8055, -2.2799, 1.2440)
H (-1.2040, -3.0321, 0.4336)
H (-1.4412, -1.4343, -0.0366)
H (2.3454, -0.8895, -0.7192)
H (-0.3164, -2.4320, -0.9778)
H (2.0346, -2.7245, -0.7230)

=====

Name the least stable of them. #x.

=====

#w
ORCA calculation (ωB97M-V with the def2-TZVPD basis set) on C4H12N2O as an isolated structure.

Output
Gap between HOMO and LUMO   8.10 eV
HOMO level   -7.66 eV
E_LUMO   0.0162 Eh
Spin multiplicity   1

Geometry (Å):
C (-0.9435, 1.3441, -0.9903)
C (0.9367, 1.3826, -0.2258)
O (-0.9394, 0.6641, -2.1514)
H (-0.3336, 1.0781, -2.7778)
H (-0.9734, 2.4290, -1.0557)
H (-1.5681, 0.8516, -0.2547)
H (0.6154, 1.9862, 0.6226)
H (1.3365, 2.0923, -0.9532)
H (1.8598, 0.9556, 0.1759)
C (-0.0091, -1.0397, 1.9838)
N (0.7110, -1.3767, -0.7674)
C (-0.7357, -1.8218, 0.9270)
N (-0.4263, -1.9386, -0.3170)
H (0.7956, -0.1068, -0.4779)
H (0.7424, -1.5508, -1.7684)
H (-1.5787, -2.4273, 1.2416)
H (-0.2976, 0.0148, 1.9778)
H (-0.2622, -1.4256, 2.9711)
H (1.0701, -1.1110, 1.8398)

=====

#x
ORCA calculation (ωB97M-V with the def2-TZVPD basis set) on one molecule with the formula C4H12N2O.

Output
Gap between HOMO and LUMO   9.18 eV
HOMO level   -8.22 eV
E_LUMO   0.0356 Eh
Spin multiplicity   1

Geometry (Å):
C (-1.7846, -1.5947, 1.4096)
N (-0.9478, -0.3719, 1.5635)
C (0.2407, -0.0508, 0.8409)
C (0.0459, 0.1251, -0.6979)
N (0.1770, -1.1471, -1.3984)
C (1.2632, 0.9691, -1.0927)
O (1.1544, 2.2739, -0.5142)
H (-2.0180, -1.7248, 0.3451)
H (-2.7331, -1.4458, 1.9200)
H (-1.1826, -2.4363, 1.7649)
H (-0.9649, -0.2427, 2.5617)
H (0.6745, 0.8275, 1.3225)
H (1.0522, -0.8179, 0.9400)
H (-0.8886, 0.6615, -0.8906)
H (-0.0567, -1.0284, -2.3759)
H (-0.4620, -1.8348, -1.0191)
H (2.2116, 0.5321, -0.7223)
H (1.4107, 0.8854, -2.1861)
H (1.0940, 2.8880, -1.2522)

=====

Name the least stable of them. #w.

=====

#w
ORCA calculation (ωB97M-V with the def2-TZVPD basis set) on one molecule with the formula C4H12N2O.

Output
Gap between HOMO and LUMO   9.87 eV
HOMO level   -9.02 eV
E_LUMO   0.0312 Eh
Spin multiplicity   1

Geometry (Å):
N (1.6484, 1.4857, -1.0664)
C (1.3067, 1.1630, 0.3225)
C (0.2863, -0.0132, 0.6325)
N (0.8174, -0.7182, 1.8172)
C (-0.3270, -0.9369, -0.4184)
C (-1.6189, -0.4538, -1.0707)
O (-2.6933, -0.3911, -0.1412)
H (0.8611, 1.8258, -1.6013)
H (2.0141, 0.6391, -1.4755)
H (2.1874, 0.8745, 0.8868)
H (0.8576, 2.0854, 0.6884)
H (-0.5587, 0.6066, 0.9673)
H (1.0148, -1.6913, 1.6124)
H (0.1343, -0.7303, 2.5633)
H (-0.4807, -1.8957, 0.0767)
H (0.3900, -1.1237, -1.2134)
H (-1.9492, -1.2396, -1.7390)
H (-1.4389, 0.5294, -1.5017)
H (-2.4516, -0.0157, 0.6603)

=====

#x
ORCA calculation (ωB97M-V with the def2-TZVPD basis set) on a 2-piece molecular cluster, C4H12N2O overall.

Output
Gap between HOMO and LUMO   10.15 eV
HOMO level   -9.05 eV
E_LUMO   0.0406 Eh
Spin multiplicity   1

Geometry (Å):
H (-1.9514, 2.1281, -1.1187)
N (-1.4890, 1.6816, -0.3444)
C (-0.2135, 1.5451, -0.4079)
N (0.3862, 0.9894, 0.6839)
C (1.5330, 0.0750, 0.5121)
C (1.2513, -1.3951, 0.0777)
C (1.4221, -1.5790, -1.4673)
H (0.4831, 1.9573, -1.1563)
H (-0.2261, 0.8165, 1.4601)
H (2.1258, 0.1068, 1.3990)
H (2.0972, 0.6777, -0.2536)
H (1.8589, -1.9940, 0.7082)
H (0.2053, -1.6943, 0.2905)
H (2.1821, -2.3497, -1.6639)
H (0.4789, -1.8689, -1.8863)
H (1.8383, -0.6233, -1.7459)
O (-2.5497, -0.8750, 0.8923)
H (-3.2064, -0.4394, 1.4628)
H (-1.8511, -0.2114, 0.7985)

=====

#y
ORCA calculation (ωB97M-V with the def2-TZVPD basis set) on a 2-piece molecular cluster, C4H12N2O overall.

Output
Gap between HOMO and LUMO   6.75 eV
HOMO level   -6.98 eV
E_LUMO   -0.0082 Eh
Spin multiplicity   1

Geometry (Å):
C (-1.2588, -1.4113, 0.6332)
C (-1.6131, -0.7978, -0.5581)
N (-0.9130, 0.0951, -1.1970)
N (-2.2711, -2.3406, 1.2192)
H (-0.4284, -1.1990, 1.2776)
H (-2.5842, -1.1094, -0.9754)
H (-1.3855, 0.3534, -2.0573)
H (0.6456, 1.0815, -1.4751)
H (-3.0551, -1.8643, 1.6769)
H (-1.8324, -2.9377, 1.9151)
H (-2.6439, -2.9593, 0.5013)
C (1.9637, 2.1829, -0.5731)
O (1.4060, 1.6321, -1.7517)
C (2.3982, 1.1119, 0.4075)
H (1.2396, 2.8585, -0.1059)
H (2.8265, 2.7704, -0.8973)
H (2.8775, 1.5590, 1.2814)
H (3.0928, 0.4244, -0.0789)
H (1.5356, 0.5500, 0.7573)

=====

#z
ORCA calculation (ωB97M-V with the def2-TZVPD basis set) on one molecule with the formula C4H12N2O.

Output
Gap between HOMO and LUMO   10.39 eV
HOMO level   -9.35 eV
E_LUMO   0.0384 Eh
Spin multiplicity   1

Geometry (Å):
C (2.7364, -0.5650, -0.6226)
C (1.5214, -0.5663, 0.2887)
O (1.7563, 0.5225, 1.2074)
C (0.2203, -0.2764, -0.4413)
N (-0.8287, 0.1798, 0.4399)
C (-2.1090, 0.3333, -0.2477)
N (-3.1012, 0.7370, 0.7226)
H (2.7365, 0.3871, -1.1554)
H (2.7868, -1.3988, -1.3183)
H (3.5946, -0.4480, 0.0158)
H (1.4876, -1.5030, 0.8590)
H (0.8804, 0.8904, 1.3977)
H (0.4504, 0.4357, -1.2329)
H (-0.1044, -1.1750, -1.0024)
H (-0.9889, -0.4753, 1.1976)
H (-1.9922, 1.0428, -1.0795)
H (-2.3715, -0.6492, -0.6531)
H (-2.7363, 1.4447, 1.3467)
H (-3.9386, 1.0839, 0.2779)

=====

Name the least stable of them. #y.